# C41H54FN6O9P2S3Si2W

A structure of composition C41H54FN6O9P2S3Si2W at a distorted geometry (ωB97M-V/def2-TZVPD, OMol25).

```
! wB97M-V def2-TZVPD RIJCOSX def2/J DEFGRID3
* xyz -1 3
W -0.412 -0.297 -0.060
O 2.205 -2.438 2.281
C 1.212 -2.501 1.594
O 0.882 -1.596 0.724
C 0.268 -3.659 1.700
C 0.642 -4.702 2.549
C -0.149 -5.820 2.714
C -1.352 -5.898 2.014
C -1.739 -4.870 1.179
C -0.941 -3.725 1.004
S -1.641 -2.558 -0.105
H 1.586 -4.596 3.068
H 0.159 -6.621 3.374
H -1.995 -6.764 2.125
H -2.680 -4.932 0.642
N 2.186 3.425 -0.972
N 0.909 3.080 -0.450
H 2.748 3.878 -0.258
H 2.629 2.533 -1.168
H 0.256 3.793 -0.737
H 0.915 3.048 0.561
N -4.947 5.350 -2.409
C -4.257 4.489 -2.101
C -3.377 3.411 -1.711
C -3.245 2.295 -2.506
C -2.390 1.292 -2.088
N -1.668 1.358 -0.981
C -1.820 2.431 -0.220
C -2.660 3.482 -0.533
H -3.802 2.178 -3.424
H -2.313 0.398 -2.674
H -1.243 2.439 0.684
H -2.750 4.323 0.139
C 3.378 0.437 1.112
Si 2.087 1.101 2.280
C 2.524 0.401 3.970
C 2.616 2.939 2.404
C 0.238 0.755 1.907
Si -0.862 1.643 3.187
C -0.154 3.186 4.017
C -1.078 0.429 4.619
C -2.593 2.346 2.820
H 4.299 0.340 1.701
H 3.580 1.132 0.292
H 3.155 -0.543 0.706
H 3.538 0.726 4.231
H 2.518 -0.691 3.923
H 1.857 0.724 4.772
H 3.665 2.957 2.084
H 2.582 3.320 3.423
H 2.078 3.668 1.789
H 0.132 -0.220 2.401
H 0.712 2.982 4.646
H -0.950 3.578 4.663
H 0.118 3.977 3.314
H -0.165 0.383 5.214
H -1.268 -0.591 4.264
H -1.887 0.731 5.292
H -2.518 3.380 2.461
H -3.083 2.405 3.799
H -3.240 1.792 2.140
S 3.700 -2.615 -1.124
P 3.307 -1.003 -2.149
S 1.708 0.194 -1.668
C 4.718 0.172 -2.167
C 5.990 -0.345 -1.931
C 7.104 0.481 -1.977
C 6.961 1.833 -2.261
C 5.698 2.353 -2.507
C 4.584 1.525 -2.465
C 3.180 -1.370 -3.943
C 3.096 -0.331 -4.869
C 3.006 -0.600 -6.226
C 3.009 -1.916 -6.672
C 3.115 -2.953 -5.758
C 3.206 -2.680 -4.398
H 6.090 -1.395 -1.686
H 8.087 0.068 -1.782
H 7.830 2.479 -2.287
H 5.572 3.406 -2.732
H 3.606 1.938 -2.679
H 3.099 0.697 -4.527
H 2.935 0.216 -6.935
H 2.937 -2.130 -7.732
H 3.130 -3.980 -6.102
H 3.309 -3.479 -3.675
F -4.588 1.371 5.844
C -5.151 0.907 4.726
C -4.476 0.132 3.879
N -5.025 -0.350 2.715
C -4.239 -1.233 1.847
C -3.399 -0.455 0.826
O -3.918 -0.159 -0.241
O -2.192 -0.166 1.211
C -6.342 -0.085 2.379
O -6.905 -0.541 1.409
N -6.992 0.757 3.272
C -6.528 1.295 4.465
O -7.224 1.989 5.170
H -3.449 -0.141 4.061
H -4.942 -1.842 1.290
H -3.596 -1.862 2.458
H -7.949 0.964 3.034
C 0.608 -3.748 -2.162
O 0.459 -2.552 -2.950
P -0.676 -1.479 -2.672
O -0.532 -0.608 -4.030
C -0.144 0.749 -4.199
O -1.927 -2.393 -3.139
C -3.280 -2.005 -2.928
H -0.359 -4.221 -2.002
H 1.085 -3.515 -1.213
H 1.248 -4.407 -2.742
H 0.750 0.776 -4.821
H 0.086 1.247 -3.261
H -0.955 1.271 -4.712
H -3.640 -1.442 -3.795
H -3.415 -1.416 -2.021
H -3.867 -2.915 -2.829
*
```

⟨S²⟩ = 2.025
Strongest force on any atom = 1.45 eV/A
ΔE to the lowest compared entry with this formula, charge and spin = 63.9 kcal/mol
Lowest unoccupied orbital energy (alpha / beta) = 0.04343 / 0.03801 hartree

These are the Mulliken partial charges, in e, on atoms 1 to 6: 1.05, -0.73, 0.10, 1.19, -0.68, -0.73


# C41H54N7O4RuS2

A structure of composition C41H54N7O4RuS2 (ωB97M-V/def2-TZVPD, OMol25).

```
! wB97M-V def2-TZVPD RIJCOSX def2/J DEFGRID3
* xyz 2 6
Ru 0.080 0.367 -0.661
C -1.080 7.012 1.117
C -2.447 6.531 0.705
C -3.564 7.344 0.843
C -4.830 6.916 0.470
C -4.990 5.659 -0.088
C -3.888 4.832 -0.254
C -2.633 5.255 0.168
N -1.473 4.432 0.015
C -1.363 3.096 0.172
N -2.410 2.442 0.697
C -2.474 1.084 1.111
C -1.466 0.174 0.855
C -1.574 -1.121 1.373
C -2.685 -1.504 2.105
C -3.707 -0.583 2.310
C -3.623 0.715 1.828
C -4.730 1.708 2.080
N -0.249 2.462 -0.133
C 0.937 3.185 -0.458
C 1.409 3.188 -1.765
C 2.639 3.749 -2.083
C 3.394 4.332 -1.076
C 2.914 4.344 0.229
C 1.692 3.773 0.570
C 1.218 3.727 1.999
H -1.125 8.044 1.456
H -0.362 6.981 0.291
H -0.673 6.412 1.934
H -3.436 8.336 1.262
H -5.683 7.568 0.604
H -5.966 5.325 -0.416
H -4.005 3.879 -0.759
H -0.610 4.905 -0.207
H -3.178 3.029 0.985
H -0.781 -1.846 1.218
H -2.762 -2.505 2.512
H -4.587 -0.875 2.869
H -5.567 1.227 2.582
H -5.113 2.139 1.150
H -4.400 2.533 2.720
H 0.774 2.754 -2.519
H 3.002 3.744 -3.103
H 4.356 4.776 -1.301
H 3.520 4.786 1.012
H 2.047 3.913 2.682
H 0.784 2.752 2.227
H 0.453 4.482 2.198
C 5.131 -2.485 2.680
C 4.832 -2.735 1.202
S 6.240 -2.282 0.223
O 7.304 -3.206 0.488
O 6.436 -0.856 0.356
C 5.702 -2.564 -1.456
C 5.312 -1.286 -2.167
N 4.196 -0.594 -1.496
C 2.929 -1.048 -1.416
N 2.214 -0.300 -0.576
C 3.059 0.691 -0.115
C 4.264 0.508 -0.676
N 5.384 1.415 -0.575
O 6.110 1.512 -1.543
O 5.396 2.125 0.404
C 2.411 -2.252 -2.119
H 4.251 -2.729 3.273
H 5.394 -1.442 2.853
H 5.957 -3.108 3.017
H 3.997 -2.123 0.844
H 4.641 -3.790 0.996
H 4.898 -3.302 -1.426
H 6.561 -3.018 -1.953
H 5.012 -1.512 -3.189
H 6.142 -0.593 -2.203
H 2.761 1.448 0.590
H 2.838 -2.355 -3.117
H 1.329 -2.168 -2.205
H 2.635 -3.163 -1.561
C 2.957 0.574 3.420
S 1.410 0.099 2.616
C 0.295 0.278 4.022
H 3.241 -0.161 4.171
H 2.853 1.553 3.888
H 3.739 0.625 2.662
H 0.412 1.265 4.469
H 0.498 -0.489 4.767
H -0.725 0.165 3.657
C -1.525 0.158 -6.433
N -0.353 0.700 -5.676
C 0.663 -0.365 -5.422
C -0.740 1.456 -4.402
C -1.565 0.635 -3.464
C -2.947 0.657 -3.635
C -3.772 -0.199 -2.911
C -3.199 -1.133 -2.068
C -1.816 -1.133 -1.888
C -0.956 -0.212 -2.511
H -1.158 -0.272 -7.361
H -2.218 0.968 -6.642
H -2.007 -0.603 -5.826
H 0.086 1.400 -6.273
H 0.267 -1.034 -4.663
H 1.575 0.105 -5.063
H 0.848 -0.896 -6.351
H -1.273 2.339 -4.753
H 0.213 1.749 -3.974
H -3.391 1.352 -4.341
H -4.846 -0.153 -3.033
H -3.816 -1.846 -1.535
H -1.401 -1.895 -1.237
*
```

⟨S²⟩ = 8.762
Strongest force on any atom = 0.92 eV/A
Lowest unoccupied orbital energy (alpha / beta) = -0.17331 / -0.23776 hartree

These are the Mulliken partial charges, in e, on atoms 1 to 6: 0.06, -1.18, 0.60, -0.78, -0.79, -0.87